Entry 1:
C57H44MgN3O2S2 as an isolated structure, computed with ωB97M-V with the def2-TZVPD basis set.

Output
- Relative energy (zero: lowest compared OMol25 entry of this formula, charge and spin): 0.0 kcal per mole
- E_HOMO: -8.9 eV
- E: -95503.2284 eV

```
! RIJCOSX wB97M-V def2-TZVPD def2/J DEFGRID3
* xyz 1 1
Mg 0.89 1.52 -1.48
C 4.94 0.60 -2.67
C 5.56 1.77 -2.28
C 4.78 2.88 -2.00
C 3.41 2.79 -2.12
N 2.80 1.64 -2.45
C 3.56 0.58 -2.73
C 2.50 3.95 -1.89
C 2.96 5.26 -1.91
C 2.05 6.29 -1.72
C 0.71 5.98 -1.51
C 0.34 4.64 -1.51
N 1.21 3.65 -1.69
H 5.50 -0.29 -2.90
H 6.64 1.82 -2.18
H 5.24 3.81 -1.68
H 3.02 -0.32 -2.99
H 4.00 5.48 -2.10
H 2.38 7.32 -1.74
H -0.03 6.75 -1.36
H -0.69 4.34 -1.36
C -7.84 2.45 -1.54
C -6.39 2.05 -1.53
C -5.96 0.86 -2.10
C -4.62 0.50 -2.08
C -3.71 1.34 -1.46
C -4.10 2.55 -0.90
C -5.44 2.90 -0.94
S -2.04 0.77 -1.40
O -1.11 1.97 -1.59
C -1.95 0.36 0.35
C -1.73 1.39 1.29
C -1.69 1.07 2.61
C -1.82 -0.27 3.04
C -1.76 -0.61 4.41
C -1.83 -1.92 4.81
C -1.98 -2.95 3.86
C -2.06 -2.65 2.53
C -1.99 -1.30 2.09
C -2.06 -0.96 0.71
C -2.19 -2.01 -0.34
C -3.46 -2.63 -0.59
C -4.61 -2.32 0.18
C -5.80 -2.91 -0.10
C -5.92 -3.83 -1.16
C -4.83 -4.14 -1.92
C -3.57 -3.55 -1.66
C -2.44 -3.83 -2.47
C -1.24 -3.25 -2.21
C -1.12 -2.34 -1.14
S 0.42 -1.50 -0.81
O 0.63 -0.55 -1.99
C 1.53 -2.86 -1.09
C 1.80 -3.69 -0.01
C 2.69 -4.74 -0.19
C 3.33 -4.95 -1.41
C 4.29 -6.09 -1.59
C 3.05 -4.08 -2.46
C 2.16 -3.03 -2.31
H -8.44 1.74 -2.11
H -7.97 3.44 -1.98
H -8.23 2.48 -0.53
H -6.68 0.20 -2.57
H -4.29 -0.42 -2.54
H -3.38 3.20 -0.44
H -5.76 3.84 -0.51
H -1.56 2.40 0.95
H -1.51 1.84 3.35
H -1.63 0.18 5.14
H -1.78 -2.17 5.86
H -2.03 -3.98 4.18
H -2.19 -3.44 1.80
H -4.52 -1.60 0.99
H -6.68 -2.66 0.50
H -6.87 -4.30 -1.36
H -4.91 -4.85 -2.73
H -2.55 -4.53 -3.29
H -0.38 -3.47 -2.83
H 1.32 -3.52 0.95
H 2.90 -5.40 0.65
H 4.48 -6.60 -0.65
H 5.25 -5.73 -1.98
H 3.90 -6.82 -2.30
H 3.55 -4.23 -3.41
H 1.94 -2.35 -3.13
N 1.43 1.43 0.37
C 2.15 1.32 1.39
C 1.72 1.93 2.71
C 1.15 3.20 2.71
C 0.71 3.79 3.89
C 0.82 3.09 5.09
C 1.38 1.82 5.10
C 1.84 1.25 3.92
C 3.51 0.66 1.39
C 4.51 1.02 2.29
C 5.77 0.43 2.23
C 6.04 -0.55 1.28
C 5.05 -0.92 0.38
C 3.81 -0.30 0.44
H 1.06 3.72 1.76
H 0.28 4.78 3.87
H 0.48 3.54 6.01
H 1.47 1.28 6.03
H 2.29 0.27 3.93
H 4.31 1.77 3.05
H 6.54 0.73 2.93
H 7.01 -1.02 1.25
H 5.24 -1.68 -0.36
H 3.04 -0.55 -0.29
*
```

Entry 2:
A 9-piece molecular cluster, C57H46ClN2O17 overall in a non-equilibrium geometry, computed with ωB97M-V with the def2-TZVPD basis set.

Output
- E_HOMO: -11.2 eV
- E: -110146.4008 eV

```
! RIJCOSX wB97M-V def2-TZVPD def2/J DEFGRID3
* xyz 1 1
C 3.10 -0.35 6.16
O 2.05 -0.72 7.05
C 0.91 -1.21 6.35
C 0.10 0.00 5.82
C -0.50 -0.20 4.41
C 0.37 0.35 3.26
C 0.77 1.81 3.42
C 1.99 2.19 2.78
C 2.37 3.51 2.95
C 1.43 4.23 3.77
N 0.32 3.78 4.29
Cl -0.66 4.79 5.24
N -0.05 2.53 4.13
H 2.76 -0.40 5.11
H 3.94 -1.03 6.33
H 3.45 0.67 6.34
H 0.32 -1.72 7.13
H 1.18 -1.94 5.58
H 0.69 0.91 5.91
H -0.76 0.12 6.50
H -1.51 0.20 4.33
H -0.60 -1.28 4.23
H 1.26 -0.25 3.04
H -0.23 0.33 2.34
H 2.59 1.51 2.19
H 3.27 3.92 2.51
H 1.67 5.27 3.99
C 2.34 -1.16 -1.55
C 1.63 -1.47 -2.63
C 0.20 -1.83 -2.54
O -0.44 -2.11 -3.53
C -0.43 -1.82 -1.19
C 0.28 -1.50 -0.11
C 1.71 -1.15 -0.21
O 2.36 -0.85 0.78
H 3.39 -0.91 -1.60
H 2.06 -1.49 -3.62
H -1.48 -2.08 -1.15
H -0.16 -1.49 0.88
C 3.50 -4.31 -0.66
C 3.49 -5.32 0.21
C 3.55 -6.73 -0.25
O 3.54 -7.65 0.54
C 3.62 -6.98 -1.71
C 3.63 -5.97 -2.58
C 3.57 -4.56 -2.13
O 3.59 -3.65 -2.93
H 3.46 -3.28 -0.35
H 3.44 -5.16 1.28
H 3.66 -8.01 -2.03
H 3.68 -6.12 -3.65
C 1.49 -7.70 -6.75
C 0.27 -7.39 -7.16
C -0.27 -6.01 -7.01
O -1.39 -5.72 -7.38
C 0.62 -5.00 -6.39
C 1.85 -5.31 -5.99
C 2.38 -6.69 -6.13
O 3.50 -6.97 -5.75
H 1.90 -8.70 -6.85
H -0.40 -8.11 -7.61
H 0.22 -4.00 -6.29
H 2.51 -4.58 -5.53
C -3.43 -5.89 -5.44
C -4.61 -5.65 -6.02
C -5.21 -4.29 -6.00
O -6.28 -4.07 -6.53
C -4.45 -3.21 -5.32
C -3.27 -3.45 -4.75
C -2.67 -4.81 -4.76
O -1.60 -5.03 -4.24
H -2.98 -6.87 -5.44
H -5.18 -6.42 -6.52
H -4.90 -2.23 -5.32
H -2.71 -2.68 -4.25
C -3.59 3.07 -5.06
C -3.65 2.07 -4.18
C -3.51 0.66 -4.62
O -3.57 -0.25 -3.82
C -3.30 0.41 -6.06
C -3.24 1.41 -6.94
C -3.38 2.82 -6.51
O -3.32 3.73 -7.30
H -3.70 4.11 -4.76
H -3.81 2.24 -3.12
H -3.20 -0.63 -6.36
H -3.09 1.24 -8.00
C 0.23 4.81 -2.25
C -0.53 3.72 -2.33
C -1.12 3.09 -1.13
O -1.81 2.09 -1.20
C -0.84 3.73 0.18
C -0.08 4.82 0.27
C 0.51 5.44 -0.94
O 1.20 6.44 -0.85
H 0.66 5.28 -3.12
H -0.75 3.24 -3.28
H -1.28 3.26 1.05
H 0.14 5.29 1.22
C -4.00 3.94 4.87
C -4.67 5.05 4.58
C -5.98 5.00 3.88
O -6.59 6.01 3.62
C -6.50 3.66 3.52
C -5.83 2.55 3.81
C -4.52 2.60 4.50
O -3.90 1.59 4.77
H -3.04 3.95 5.38
H -4.30 6.04 4.84
H -7.46 3.64 3.01
H -6.20 1.56 3.55
C 5.77 6.60 5.58
C 5.54 7.20 6.75
C 4.60 6.62 7.74
O 4.38 7.17 8.80
C 3.93 5.34 7.38
C 4.17 4.75 6.22
C 5.10 5.33 5.24
O 5.29 4.76 4.18
H 6.45 7.00 4.84
H 6.02 8.13 7.02
H 3.24 4.94 8.11
H 3.69 3.81 5.93
*
```

Entry 3:
C57H47CoNP3S2Si as an isolated structure, computed with ωB97M-V with the def2-TZVPD basis set.

Output
- Relative energy (zero: lowest compared OMol25 entry of this formula, charge and spin): 0.0 kcal per mole
- Expectation value of S²: 3.79
- E_HOMO (alpha / beta): -8.3 / -8.7 eV
- E: -156397.6593 eV

```
! RIJCOSX wB97M-V def2-TZVPD def2/J DEFGRID3
* xyz 1 4
Co -0.38 0.03 0.23
C -0.90 -1.66 -5.67
C -1.57 -0.89 -4.73
C -1.03 -0.73 -3.47
C 0.18 -1.31 -3.12
C 0.82 -2.12 -4.06
C 0.29 -2.29 -5.33
P 0.83 -1.07 -1.42
C 1.40 -2.78 -1.12
C 2.73 -3.16 -1.01
C 3.06 -4.50 -0.84
C 2.07 -5.47 -0.78
C 0.74 -5.10 -0.90
C 0.41 -3.77 -1.07
C 2.38 -0.09 -1.57
C 3.25 -0.29 -2.64
C 4.44 0.40 -2.73
C 4.78 1.31 -1.73
C 3.91 1.53 -0.68
C 2.70 0.85 -0.57
Si 1.45 1.35 0.78
C 1.06 3.18 0.43
C 1.90 4.26 0.75
C 1.58 5.56 0.40
C 0.41 5.82 -0.31
C -0.42 4.77 -0.67
C -0.11 3.47 -0.29
P -1.08 2.07 -0.94
C -2.85 2.39 -0.60
C -3.35 3.49 0.10
C -4.72 3.67 0.24
C -5.61 2.77 -0.32
C -5.12 1.65 -0.99
C -3.76 1.45 -1.11
C -0.94 2.44 -2.73
C 0.34 2.37 -3.27
C 0.54 2.60 -4.62
C -0.53 2.90 -5.44
C -1.81 3.00 -4.91
C -2.01 2.77 -3.55
C 2.21 1.13 2.51
C 2.75 2.10 3.36
C 3.21 1.77 4.63
C 3.13 0.46 5.09
C 2.57 -0.52 4.28
C 2.11 -0.18 3.01
P 1.34 -1.40 1.92
C 2.26 -2.93 2.29
C 1.65 -4.10 2.73
C 2.43 -5.22 3.02
C 3.81 -5.16 2.89
C 4.42 -3.99 2.46
C 3.65 -2.88 2.15
C -0.35 -1.56 2.39
C -1.22 -2.48 1.76
C -2.58 -2.53 1.90
C -3.26 -1.57 2.77
C -2.39 -0.63 3.63
C -0.93 -0.47 3.19
H -1.32 -1.79 -6.66
H -2.51 -0.42 -4.98
H -1.57 -0.14 -2.73
H 1.73 -2.66 -3.79
H 0.80 -2.91 -6.05
H 3.51 -2.41 -1.05
H 4.10 -4.78 -0.75
H 2.34 -6.51 -0.64
H -0.04 -5.85 -0.86
H -0.63 -3.48 -1.20
H 3.00 -1.00 -3.42
H 5.11 0.24 -3.56
H 5.72 1.86 -1.79
H 4.18 2.26 0.08
H 2.84 4.08 1.25
H 2.24 6.37 0.66
H 0.16 6.83 -0.60
H -1.29 4.97 -1.28
H -2.67 4.21 0.53
H -5.09 4.54 0.77
H -6.67 2.93 -0.23
H -5.81 0.93 -1.42
H -3.39 0.59 -1.65
H 1.19 2.13 -2.64
H 1.54 2.53 -5.03
H -0.37 3.08 -6.50
H -2.64 3.26 -5.54
H -3.02 2.85 -3.15
H 2.82 3.13 3.04
H 3.64 2.54 5.26
H 3.49 0.21 6.08
H 2.50 -1.54 4.63
H 0.58 -4.15 2.87
H 1.96 -6.13 3.36
H 4.41 -6.03 3.13
H 5.50 -3.93 2.37
H 4.12 -1.97 1.81
H -0.77 -3.24 1.13
H -3.17 -3.31 1.45
H -4.10 -1.99 3.33
H -2.54 -0.71 4.71
H -0.28 -0.14 4.00
S -1.35 1.03 2.12
C -2.95 0.59 2.88
N -3.86 -0.30 2.04
C -5.29 0.02 2.26
C -5.37 0.76 3.59
S -3.95 1.88 3.58
H -3.61 -0.28 1.04
H -5.87 -0.91 2.25
H -5.62 0.66 1.45
H -5.32 0.08 4.44
H -6.29 1.34 3.66
*
```

Entry 4:
C57H47CsN2O6PS2Sb as an isolated structure in a non-equilibrium geometry, computed with ωB97M-V with the def2-TZVPD basis set.

Output
- Relative energy (zero: lowest compared OMol25 entry of this formula, charge and spin): 0.0 kcal per mole
- E_HOMO: -2.1 eV
- E: -113183.3863 eV

```
! RIJCOSX wB97M-V def2-TZVPD def2/J DEFGRID3
* xyz -2 1
Cs 0.81 1.22 -1.09
O -3.56 -3.43 2.39
C -2.66 -2.77 1.93
C -1.14 -2.88 2.06
O -0.51 -3.55 2.88
C -0.58 -2.01 1.06
C -1.55 -1.32 0.30
O -1.47 -0.64 -0.72
C -2.88 -1.59 0.99
O -3.96 -1.05 0.89
O 0.68 -1.87 0.72
C -1.80 0.54 -3.63
C -0.69 1.16 -4.50
C -0.31 0.67 -5.77
C 0.55 1.45 -6.53
C 1.06 2.67 -6.07
C 1.92 3.53 -6.79
C 2.42 4.63 -6.14
C 2.10 4.94 -4.83
C 1.31 4.14 -4.02
S 1.03 4.41 -2.36
C 0.73 2.97 -4.72
N -0.18 2.27 -4.03
H -2.63 0.26 -4.27
H -2.14 1.31 -2.92
H -1.47 -0.32 -3.02
H -0.69 -0.27 -6.14
H 0.77 1.18 -7.56
H 2.20 3.30 -7.80
H 3.12 5.30 -6.64
H 2.48 5.78 -4.33
C 1.32 -0.57 3.48
C 2.05 0.31 2.52
C 3.58 0.37 2.79
C 1.56 1.75 2.43
C 1.52 2.47 3.77
O 0.16 2.33 4.27
C -0.52 1.98 3.12
N 0.12 1.75 2.03
C -1.95 1.76 3.25
C -2.32 0.92 4.29
C -3.62 0.49 4.40
C -4.56 0.93 3.48
C -4.20 1.78 2.45
C -2.90 2.21 2.28
P -2.40 3.14 0.82
C -2.36 4.87 1.39
C -2.09 5.79 0.36
C -1.99 7.14 0.67
C -2.06 7.61 2.00
C -2.29 6.70 2.99
C -2.46 5.36 2.67
C -3.92 3.14 -0.14
C -4.89 4.15 -0.08
C -5.97 4.07 -0.99
C -6.02 3.05 -1.91
C -5.01 2.08 -1.99
C -4.01 2.12 -1.06
H 1.57 -1.67 3.41
H 0.26 -0.59 3.13
H 1.29 -0.28 4.52
H 1.90 -0.15 1.55
H 3.83 0.99 3.66
H 4.08 0.78 1.93
H 3.93 -0.64 2.99
H 2.18 2.28 1.70
H 1.72 3.54 3.70
H 2.11 2.11 4.58
H -1.59 0.60 5.05
H -3.93 -0.19 5.21
H -5.57 0.54 3.49
H -4.96 2.09 1.69
H -1.92 5.41 -0.63
H -1.72 7.85 -0.09
H -1.88 8.67 2.24
H -2.34 7.10 3.98
H -2.75 4.63 3.44
H -4.74 5.01 0.57
H -6.72 4.88 -1.02
H -6.84 3.03 -2.58
H -5.11 1.27 -2.76
H -3.17 1.40 -1.07
S 3.53 -1.13 -0.54
Sb 2.48 -3.10 -0.11
C 2.97 -4.12 1.72
C 4.10 -3.66 2.35
C 4.63 -4.29 3.52
C 3.94 -5.38 4.03
C 2.76 -5.81 3.40
C 2.25 -5.20 2.28
C 0.78 -3.98 -1.06
C 0.32 -5.28 -0.91
C -0.87 -5.69 -1.50
C -1.59 -4.88 -2.34
C -1.12 -3.56 -2.52
C -0.05 -3.07 -1.73
C 3.94 -4.36 -1.24
C 3.67 -5.01 -2.46
C 4.54 -5.93 -3.00
C 5.75 -6.22 -2.39
C 6.07 -5.55 -1.25
C 5.18 -4.62 -0.67
H 4.66 -2.83 1.95
H 5.46 -3.79 4.00
H 4.23 -5.85 4.93
H 2.30 -6.66 3.83
H 1.31 -5.56 1.83
H 0.89 -6.05 -0.36
H -1.19 -6.71 -1.40
H -2.47 -5.22 -2.85
H -1.84 -2.89 -3.07
H 0.12 -2.00 -1.65
H 2.72 -4.81 -2.96
H 4.29 -6.41 -3.92
H 6.42 -6.96 -2.82
H 7.02 -5.68 -0.74
H 5.47 -4.14 0.28
*
```